Molecular formula: C17H33N3O3P
Method: DFT, ωB97M-V with the def2-TZVPD basis set

Last column: natural (NBO) charge in e.
Atoms and positions in Å:
C (-4.961, 1.722, 4.057)  -0.2478
C (-4.147, 2.286, 3.030)  -0.1034
C (-2.993, 3.057, 2.146)  -0.4706
C (-2.045, 2.054, 1.252)  -0.2323
C (-2.772, 1.480, -0.096)  -0.4533
C (-2.013, 0.258, -0.860)  -0.5278
P (-3.286, -1.124, -1.395)  1.2362
N (-3.221, -1.293, -3.014)  -1.2642
C (-0.838, -0.511, -0.033)  0.1157
N (0.365, -0.617, -0.945)  -0.6683
C (0.688, -2.036, -1.344)  -0.2633
C (0.586, -2.115, -2.987)  -0.4322
C (0.872, -0.587, -3.602)  -0.3960
C (1.124, -0.621, -5.253)  -0.6345
N (-0.371, 0.159, 1.239)  -0.5668
C (-1.522, 0.713, 2.098)  -0.0519
C (-0.985, 1.057, 3.607)  -0.5593
C (-0.060, 2.406, 3.728)  0.7872
O (0.692, 2.945, 2.762)  -0.5616
O (-0.105, 3.126, 5.032)  -0.7018
H (-5.629, 1.386, 4.959)  0.3069
H (-3.537, 3.796, 1.385)  0.2800
H (-2.346, 3.771, 2.850)  0.2557
H (-1.121, 2.717, 0.888)  0.2543
H (-3.919, 1.230, 0.112)  0.2431
H (-2.807, 2.393, -0.867)  0.2533
H (-1.544, 0.635, -1.887)  0.3003
H (-4.655, -0.760, -1.083)  -0.0237
H (-3.012, -2.395, -0.750)  -0.0481
H (-2.502, -0.635, -3.393)  0.3648
H (-1.288, -1.569, 0.293)  0.2186
H (1.193, -0.093, -0.581)  0.3906
H (0.095, -2.868, -0.777)  0.1980
H (1.841, -2.200, -1.087)  0.2530
H (-0.475, -2.516, -3.276)  0.2327
H (1.442, -2.814, -3.409)  0.2194
H (-0.074, 0.111, -3.452)  0.1901
H (1.842, -0.136, -3.102)  0.1992
H (1.452, 0.471, -5.597)  0.2182
H (1.964, -1.386, -5.536)  0.2161
H (0.093, -0.886, -5.792)  0.2210
H (0.262, 0.986, 1.069)  0.4632
H (0.120, -0.569, 1.824)  0.4493
H (-2.388, -0.102, 2.213)  0.2673
H (-0.396, 0.097, 3.995)  0.2641
H (-1.912, 1.179, 4.324)  0.3014
H (-1.027, 3.527, 5.083)  0.4993
C (5.481, -0.586, -0.612)  -0.7235
C (4.722, -1.609, 0.190)  0.6226
O (3.495, -1.682, 0.134)  -0.6078
C (5.521, -2.539, 1.062)  -0.7248
H (4.775, 0.015, -1.195)  0.2307
H (6.034, 0.076, 0.058)  0.2419
H (6.165, -1.088, -1.302)  0.2457
H (6.076, -1.964, 1.808)  0.2410
H (6.207, -3.128, 0.448)  0.2450
H (4.842, -3.223, 1.582)  0.2369

Force components x, y, z for each atom (eV/Å):
6.1538 4.4615 -7.0809
-4.7321 -3.4187 7.5618
-0.9861 0.0138 -0.1028
0.0030 -0.6310 -0.1625
-0.9641 1.5411 -0.5004
-0.0914 0.2700 0.7890
0.4384 0.6584 -4.1048
0.8076 0.8665 1.9592
0.1198 -0.7310 -1.9859
-1.2471 -1.1563 2.3226
2.5351 -0.4264 -1.2157
0.1919 0.5745 0.1062
-0.1702 -0.6131 -1.2280
-0.4435 0.4571 0.5473
-0.6874 0.2124 1.4775
-0.9481 1.7522 0.8209
0.0574 -0.3278 0.2002
2.9167 3.5490 -2.8523
-4.7726 -4.1643 5.7485
-1.4329 -1.4936 -3.4932
1.5260 0.7434 -2.4681
1.0590 -1.7171 1.6980
-1.4349 -1.8251 -1.4022
-1.7919 -1.5755 1.0810
2.5589 0.4122 -0.1789
0.0169 -2.0256 1.6912
-1.0225 -0.9655 2.4039
0.9594 -0.2422 0.7556
-0.2215 0.9547 0.3739
-0.8060 -0.8804 0.2717
1.3746 2.1965 -0.5359
-0.9461 -0.9822 -0.3171
0.8104 1.7340 -1.0754
-2.6981 0.2298 -0.4527
2.0614 0.8454 0.2192
-1.9482 1.2725 0.9178
2.1793 -1.3953 -0.0343
-2.1138 -0.8156 -0.8680
-0.7048 -2.4554 0.6806
-1.7066 1.4620 0.4805
2.4176 0.4575 1.1141
-0.4687 -1.0400 0.1579
-0.1513 0.9842 -0.9578
1.9766 1.7874 -0.4580
-0.9928 2.2411 -0.5974
1.8354 -0.1544 -1.5420
1.4476 -0.7921 0.1215
-0.4834 0.1520 -0.1834
-0.9544 -0.0737 -0.0454
1.1039 0.2378 0.1999
-0.5014 -0.2279 0.1372
0.1553 -0.1349 0.1137
0.1618 -0.1526 -0.1041
0.1219 0.1002 0.1804
0.1598 -0.0704 -0.1743
0.1218 0.1692 0.1196
0.1505 0.1517 -0.1298

Values from the calculation:
Total charge: +1
Kohn-Sham gap, eV: 7.8
Electronic energy, a.u.: -1398.2290
Lowest unoccupied orbital energy, eV: -3.25

***

Molecular formula: C17H33N6O8P2SSr
Method: DFT, ωB97M-V with the def2-TZVPD basis set

Last column: natural (NBO) charge in e.
Atoms and positions in Å:
Sr (0.611, 0.014, 0.340)  1.8300
O (3.730, 2.524, 1.843)  -0.9900
P (2.930, 1.170, 1.756)  2.5177
O (3.479, 0.072, 2.578)  -1.1464
O (2.582, 0.953, 0.297)  -1.2340
O (1.429, 1.601, 2.482)  -1.1121
P (0.681, 0.412, 3.358)  2.5897
O (1.574, 0.041, 4.579)  -0.9748
O (-0.571, 1.066, 3.948)  -1.0457
O (0.401, -0.719, 2.420)  -1.2338
H (4.407, 2.525, 2.537)  0.5304
H (2.473, -0.203, 4.262)  0.5529
C (0.976, 3.727, -0.407)  -0.8322
S (0.867, 2.573, -1.760)  1.2849
O (-0.037, 1.419, -1.272)  -1.0899
C (-0.145, 3.523, -2.850)  -0.3055
C (-1.108, 4.437, -2.427)  -0.1489
C (-1.909, 5.053, -3.373)  -0.2160
C (-1.755, 4.754, -4.724)  -0.1702
C (-0.797, 3.843, -5.136)  -0.1963
C (0.016, 3.223, -4.197)  -0.1822
H (0.053, 3.689, 0.172)  0.2362
H (1.134, 4.719, -0.825)  0.2579
H (1.830, 3.458, 0.209)  0.2675
H (-1.240, 4.675, -1.381)  0.2099
H (-2.653, 5.773, -3.059)  0.2282
H (-2.383, 5.242, -5.458)  0.2307
H (-0.677, 3.613, -6.186)  0.2320
H (0.776, 2.518, -4.513)  0.2311
N (-3.087, 0.647, 3.152)  -0.6393
C (-3.219, 1.789, 2.226)  -0.2505
C (-2.266, 1.556, 1.068)  -0.2308
N (-2.488, 0.279, 0.372)  -0.6476
C (-2.645, -0.858, 1.304)  -0.2604
C (-3.559, -0.582, 2.481)  -0.2427
H (-3.625, 0.813, 3.996)  0.3966
H (-1.536, 0.764, 3.656)  0.5321
H (-2.950, 2.704, 2.756)  0.2219
H (-4.246, 1.891, 1.859)  0.1907
H (-1.263, 1.554, 1.499)  0.1567
H (-2.316, 2.358, 0.334)  0.2251
H (-3.337, 0.357, -0.176)  0.3712
H (-1.670, -1.117, 1.721)  0.2059
H (-2.998, -1.714, 0.730)  0.2195
H (-3.519, -1.411, 3.187)  0.2231
H (-4.598, -0.465, 2.150)  0.1859
C (1.494, -2.596, -1.853)  -0.0841
N (1.069, -2.405, -0.445)  -0.5746
C (2.213, -2.815, 0.429)  -0.0992
N (2.622, -4.188, 0.178)  -0.4521
C (3.005, -4.314, -1.233)  -0.0813
N (1.897, -3.964, -2.130)  -0.4546
C (0.763, -4.848, -1.833)  -0.0814
N (0.334, -4.734, -0.432)  -0.4568
C (-0.041, -3.353, -0.178)  -0.0857
C (1.476, -5.069, 0.429)  -0.0809
H (2.331, -1.924, -2.056)  0.2041
H (0.659, -2.327, -2.505)  0.2002
H (1.906, -2.710, 1.471)  0.2178
H (3.054, -2.143, 0.242)  0.2137
H (3.308, -5.342, -1.429)  0.2094
H (3.849, -3.654, -1.434)  0.2041
H (1.055, -5.879, -2.031)  0.2104
H (-0.072, -4.588, -2.484)  0.1998
H (-0.336, -3.246, 0.869)  0.2034
H (-0.885, -3.085, -0.818)  0.1973
H (1.771, -6.100, 0.240)  0.2096
H (1.175, -4.974, 1.474)  0.2027

Force components x, y, z for each atom (eV/Å):
-2.1132 -1.7437 -1.8410
0.1954 0.2353 0.1795
0.1497 0.1543 0.0030
-0.0570 0.0605 0.0543
1.6167 0.8850 0.9634
0.0541 -1.2820 0.2226
0.4465 0.3382 0.0581
0.2489 0.1587 -0.2044
-0.5116 0.1825 0.1031
-0.1807 -0.3401 1.8217
-0.2153 0.0126 -0.0981
-0.0609 0.0627 -0.0072
0.1805 0.1259 0.2371
-0.3907 -0.4051 -0.0971
0.2202 1.8485 -1.1820
-0.2026 -0.0414 -0.2814
-0.0209 -0.0783 -0.1722
0.0317 -0.0035 -0.0089
-0.0196 0.0397 0.0333
0.0458 -0.0423 0.0089
-0.0782 0.1352 -0.0388
0.0115 0.0274 -0.0033
0.0139 0.0233 0.0439
-0.0568 -0.0766 0.0009
0.0069 -0.0117 0.0244
0.0044 -0.0150 -0.0108
-0.0032 -0.0028 0.0176
-0.0009 0.0195 0.0040
-0.0060 -0.0117 0.0361
0.1024 0.0206 -0.0668
0.0495 0.0545 0.2056
-0.2119 -0.3232 -0.1437
0.1087 -0.1521 0.4903
0.0574 0.0944 -0.1337
0.0374 0.1205 0.1869
-0.0831 0.0127 -0.0478
0.2787 0.0557 -0.0664
-0.0121 0.0132 -0.0106
-0.0435 -0.0272 0.0235
0.1933 0.1268 -0.0349
0.0209 0.0241 0.0248
0.0963 0.0197 -0.1965
0.0193 -0.0230 -0.0743
-0.0337 -0.0205 0.0278
0.0027 -0.0114 0.0052
-0.0251 0.0417 0.0068
0.0341 -0.0331 -0.0419
0.1896 -0.3139 0.0229
0.0178 -0.1372 -0.0925
-0.0307 0.0522 0.0013
-0.0827 0.0264 0.0379
-0.0466 0.0155 0.0424
0.0537 0.0631 0.0787
0.0120 0.0542 -0.0202
0.0032 -0.0637 0.0038
0.0184 0.0762 -0.0716
0.0152 0.0027 -0.0115
-0.0129 0.0094 -0.0255
-0.0027 0.0185 0.0175
0.0036 0.0107 -0.0034
0.0072 -0.0125 0.0023
0.0138 0.0026 -0.0011
0.0029 -0.0134 0.0007
-0.0135 -0.0061 -0.0119
-0.0243 -0.0107 0.0077
-0.0265 -0.0019 -0.0129
0.0044 -0.0139 0.0005
-0.0018 -0.0067 0.0141

Values from the calculation:
Total charge: +1
Kohn-Sham gap, eV: 9.1
Electronic energy, a.u.: -2709.8337
Lowest unoccupied orbital energy, eV: -2.10
Energy relative to the best compared isomer or geometry (same formula, charge and spin), kcal per mole: 24.36